1.
ORCA calculation (the ωB97M-V functional and the def2-TZVPD basis) on a molecular structure, C22H22N3O7P2ScSi.

```
58
Properties=species:S:1:pos:R:3:forces:R:3:mulliken_charge:R:1
Sc 0.726979 0.470787 -0.098457 0.222 -0.871 0.247 0.009
P -0.343603 3.324471 -0.186095 0.413 -0.417 0.251 0.766
P 1.179177 2.158736 -2.387272 -0.058 -0.126 0.367 0.689
Si -1.697184 -0.819065 -0.322472 0.363 0.221 0.173 0.968
O 0.715677 4.488793 -0.230637 0.293 0.108 -0.033 -0.536
O 1.267544 0.664774 -2.020678 0.094 0.493 0.047 -0.374
O 0.882890 2.181179 -3.933011 -0.029 0.257 -0.246 -0.487
O 0.275181 2.183516 0.704168 -0.282 0.481 -0.080 -0.199
O -1.700923 3.748369 0.105074 -0.037 0.084 -0.017 -0.645
O -0.197753 2.628480 -1.670525 -0.091 0.082 -0.377 -0.127
O 2.285708 3.037480 -1.938343 0.018 0.009 -0.170 -0.804
N 3.555515 -1.011743 -0.764794 -0.106 0.032 -0.096 0.112
N 1.697859 -1.576419 0.553691 -0.162 0.009 -0.170 0.036
N 2.995372 0.881975 0.503420 -0.122 0.133 -0.176 0.262
C 2.660016 -1.955836 -0.287609 0.283 0.132 -0.035 0.814
C -2.563946 -2.702099 1.691405 0.041 0.050 -0.035 -0.133
C -3.813954 -0.328473 -2.153780 0.016 -0.003 0.007 -0.392
C 3.346596 2.071329 1.027323 -0.055 0.053 0.051 -0.459
C -3.663750 1.286225 -0.398378 0.125 0.032 0.127 -0.098
C -1.865579 -0.587756 2.544227 0.053 0.183 0.034 0.051
C 0.945085 -2.540374 1.122955 -0.004 -0.116 -0.050 -0.827
C 1.068055 -3.872662 0.815921 0.019 0.114 0.005 -0.814
C 2.817751 -3.284511 -0.705951 -0.060 0.108 0.164 -0.832
C -2.744833 -3.173059 2.983450 -0.003 0.028 0.009 -0.712
C -3.173254 0.123785 -0.994576 -0.231 -0.108 -0.291 0.328
C -2.483768 -2.344325 4.066231 -0.015 -0.028 0.015 -0.380
C 4.572518 2.654777 0.817520 -0.001 -0.187 -0.097 -0.765
C -4.746350 1.967309 -0.929335 -0.060 -0.042 -0.121 -0.717
C 5.149572 0.764090 -0.534152 -0.229 -0.063 0.109 -0.903
C -2.054255 -1.044875 3.842289 -0.005 -0.025 0.049 -0.705
C 5.482594 1.985622 -0.002614 -0.026 0.146 0.081 -0.349
C 2.004800 -4.240567 -0.150933 -0.077 -0.054 0.036 -0.459
C -4.897820 0.348374 -2.694645 0.031 0.015 0.032 -0.509
C -5.366282 1.499328 -2.079994 -0.048 0.054 0.010 -0.423
C 3.885479 0.235812 -0.239939 0.154 -0.126 -0.037 0.604
C -2.105996 -1.403053 1.435957 -0.213 -0.294 0.028 -0.088
H -3.098542 -4.183159 3.146168 -0.005 -0.031 0.012 0.396
H -5.374178 -0.022811 -3.593086 -0.013 -0.007 -0.019 0.378
H -3.181687 1.698326 0.480115 0.016 -0.027 0.008 0.206
H 0.202701 -2.200495 1.828782 -0.059 0.013 0.032 0.971
H 2.103562 -5.274167 -0.453670 0.001 -0.020 -0.004 0.431
H 1.532518 4.199824 -0.704522 -0.229 0.030 0.013 0.403
H -1.634097 -2.071991 -1.147576 -0.077 -0.043 0.090 -0.376
H 4.797522 3.614599 1.254075 0.024 0.044 0.006 0.438
H 0.418905 -4.588505 1.294998 0.001 -0.063 -0.003 0.480
H -6.208752 2.035696 -2.499137 -0.002 -0.002 0.002 0.370
H -2.624075 -2.709045 5.075395 0.003 0.012 0.024 0.388
H 1.068929 3.039728 -4.342503 -0.057 -0.187 0.139 0.364
H 3.577704 -3.534649 -1.431843 0.040 -0.026 -0.016 0.377
H -5.095438 2.874738 -0.457199 0.003 0.046 0.044 0.393
H 4.183827 -1.353198 -1.471687 0.040 0.015 0.023 0.231
H -2.776744 -3.360267 0.858185 -0.005 -0.033 -0.058 0.391
H -3.463337 -1.229499 -2.644245 0.026 -0.019 0.010 0.305
H 6.449054 2.422042 -0.217808 0.001 -0.003 0.004 0.421
H -1.862116 -0.387946 4.681045 0.005 0.025 0.002 0.398
H 2.574407 2.565415 1.605755 0.048 -0.025 -0.039 0.538
H 5.837074 0.208482 -1.155506 0.034 -0.008 -0.026 0.377
H -1.522335 0.436500 2.404800 -0.008 -0.054 -0.054 0.217
```
Positions in Å, forces in eV/Å.

Computed properties:
Net charge: 0
HOMO-LUMO gap: 7.055 eV
HOMO level: -0.268 Ha


2.
ORCA calculation (the ωB97M-V functional and the def2-TZVPD basis) on a single C22H22N4O4 molecule.

```
52
Properties=species:S:1:pos:R:3:forces:R:3:mulliken_charge:R:1
O -1.612441 0.971052 -2.397550 -0.096 -0.061 -0.128 -0.622
O -0.880805 1.895263 -0.078350 -0.051 -0.255 0.180 -0.076
O -1.685162 -1.149758 -2.031904 -0.045 -0.055 -0.149 -0.682
O 2.087794 3.830757 0.272302 -0.107 0.078 -0.028 -0.714
N -2.058069 -0.007462 -1.836516 0.566 -0.004 -0.548 1.153
N 1.783444 1.605286 -0.187071 -0.231 -0.275 -0.099 0.142
N -0.037990 -2.798897 0.832131 0.109 -0.002 0.118 -0.162
N 2.041824 -1.051956 0.025711 -0.094 -0.001 -0.117 0.469
C -3.232834 1.314725 -0.093669 0.133 -0.505 -0.256 0.781
C 0.043730 -1.444619 1.342415 0.200 0.003 0.155 0.025
C -2.167267 2.293565 0.015072 -0.175 1.115 0.219 0.412
C 2.002158 -2.416284 -0.457504 -0.265 -0.174 -0.231 -1.131
C 0.545150 -2.870687 -0.495977 0.196 -0.008 -0.159 -0.484
C 3.081680 1.098436 -0.270634 0.332 -0.034 0.052 0.081
C -4.121102 -0.808734 -0.879774 0.196 0.014 -0.144 -0.479
C 4.196651 1.900434 -0.461098 -0.042 0.118 0.017 -0.605
C 1.502187 -0.998562 1.374988 -0.317 0.037 0.297 -1.071
C 5.576598 -0.056704 -0.600887 0.149 0.051 -0.022 -0.749
C -3.136935 0.172173 -0.900693 -1.064 0.204 0.852 0.523
C -2.220785 3.647589 0.252188 -0.118 -0.877 -0.198 -0.916
C -1.391866 -3.302859 0.848222 -0.001 0.044 -0.018 -0.874
C 3.214849 -0.302183 -0.196998 0.184 0.218 -0.021 0.311
C -5.378673 0.503985 0.674636 -0.043 -0.048 -0.054 -0.648
C 5.443312 1.319871 -0.619038 0.036 -0.136 -0.007 -0.688
C 1.369650 2.872930 0.060100 0.057 -0.300 0.009 0.288
C 4.470461 -0.862680 -0.387360 -0.168 -0.003 0.065 -0.420
C -4.385300 1.463229 0.681586 0.174 -0.066 -0.134 -1.029
C -5.242131 -0.646314 -0.090272 0.037 0.122 0.023 -0.658
C -0.889106 4.095852 0.286367 0.777 -0.606 -0.092 -1.031
C -0.103631 2.987745 0.084041 -0.396 1.281 0.199 0.406
H -0.368651 -1.426949 2.354687 -0.003 0.030 -0.024 0.533
H 4.075363 2.970379 -0.493775 -0.015 0.047 -0.008 0.470
H -6.259952 0.644309 1.281527 -0.069 0.020 0.069 0.409
H 2.567401 -3.100857 0.195644 0.034 0.050 -0.061 0.455
H 1.076292 0.896082 -0.346951 -0.001 0.083 0.002 0.038
H -1.782828 -3.248729 1.863699 -0.067 -0.036 0.031 0.319
H -3.104487 4.243508 0.354168 -0.228 0.068 0.010 0.587
H -6.009192 -1.404199 -0.079648 -0.062 -0.071 -0.014 0.417
H 4.590014 -1.934823 -0.355056 -0.031 -0.110 0.012 0.438
H 6.546630 -0.510430 -0.740053 0.078 -0.036 -0.011 0.392
H 2.422782 -2.448711 -1.464031 0.010 -0.029 0.043 0.533
H 2.061334 -1.674823 2.042325 -0.003 0.090 -0.027 0.374
H 6.308394 1.947112 -0.770155 0.070 0.063 -0.017 0.391
H -0.016263 -2.244760 -1.211089 0.234 -0.157 0.113 0.041
H -4.477524 2.335505 1.309172 0.033 0.065 0.106 0.436
H -1.386130 -4.343999 0.529763 -0.079 -0.071 -0.006 0.374
H -0.539979 -0.741303 0.720250 0.013 0.024 0.030 -0.159
H 1.580111 0.015070 1.771617 0.003 -0.051 -0.037 0.551
H -2.059539 -2.736487 0.180661 -0.039 0.002 0.002 0.196
H 0.496158 -3.907013 -0.837023 0.014 -0.018 -0.018 0.591
H -3.999960 -1.678091 -1.509001 0.014 -0.023 -0.005 0.485
H -0.535377 5.094032 0.438780 0.157 0.183 0.028 0.575
```
Positions in Å, forces in eV/Å.

Computed properties:
Energy relative to the best compared isomer or geometry (same formula, charge and spin): 625.3 kJ/mol
Net charge: 0
HOMO-LUMO gap: 7.151 eV
SMILES: CN1CCN(c2ccccc2NC(=O)c2ccc(-c3ccccc3[N+](=O)[O-])o2)CC1
HOMO level: -0.292 Ha